Entry from OMol25: a cluster of 3 separate species, C13H29BF5O4 in total in a non-equilibrium geometry (ωB97M-V with the def2-TZVPD basis set).

XYZ file:
```
52
Properties=species:S:1:pos:R:3:forces:R:3
B 0.388 -0.660 1.996 0.151 -0.028 -1.051
C 0.067 -1.198 0.456 -0.633 -0.407 -0.391
C -0.694 -0.098 -0.467 0.116 -1.750 -0.684
C 0.291 0.500 -1.579 0.101 -0.698 0.304
C 1.202 1.709 -1.105 0.354 -1.025 -1.251
F 1.713 2.321 -2.308 -0.711 -0.519 1.969
F 2.351 1.294 -0.387 -2.503 1.027 -1.222
C 0.453 2.860 -0.298 0.792 1.805 1.543
F -0.695 3.350 -0.948 2.210 -1.289 1.267
F 1.359 3.960 -0.219 -1.849 -1.894 -0.235
F 0.152 2.542 1.024 0.407 0.588 -3.318
H 0.232 -1.539 2.783 -0.015 -0.448 0.471
H -0.376 0.250 2.215 -0.292 0.377 0.318
H 1.535 -0.273 1.981 0.469 0.345 0.365
H 1.022 -1.583 -0.065 -1.369 0.642 0.459
H -0.604 -2.128 0.567 0.670 1.288 -0.479
H -1.260 0.674 0.140 0.962 -0.815 -0.647
H -1.495 -0.697 -1.042 1.048 1.143 0.520
H -0.281 0.716 -2.552 0.945 0.355 1.544
H 1.014 -0.350 -1.854 -0.879 1.385 0.450
C -3.642 5.070 -5.042 0.216 0.098 -0.086
O -2.223 5.099 -5.057 -0.362 -0.157 0.086
C -1.655 4.432 -3.929 0.438 -0.026 -0.374
C -1.122 3.056 -4.311 -0.317 -0.011 0.523
O -2.186 2.164 -4.643 0.054 0.173 -0.397
C -2.316 1.976 -6.043 -0.071 -0.075 0.229
H -4.000 5.438 -6.005 0.104 0.025 0.042
H -4.024 4.058 -4.891 -0.002 -0.004 0.055
H -4.018 5.729 -4.252 -0.120 -0.058 0.029
H -2.379 4.357 -3.112 0.017 -0.087 -0.072
H -0.820 5.048 -3.583 -0.006 -0.063 0.048
H -0.606 2.627 -3.449 0.017 0.124 -0.079
H -0.402 3.130 -5.133 -0.085 0.067 0.001
H -1.479 1.380 -6.420 0.019 0.038 -0.123
H -2.360 2.930 -6.575 0.054 0.004 -0.014
H -3.243 1.432 -6.229 0.053 -0.008 0.102
C 2.313 -6.208 4.448 0.058 0.043 0.197
O 2.893 -5.359 5.427 -0.130 -0.094 -0.317
C 3.272 -4.092 4.887 -0.059 0.120 0.535
C 2.276 -3.006 5.271 -0.100 0.078 -0.657
O 1.024 -3.206 4.627 0.124 -0.485 0.593
C 0.047 -3.744 5.502 0.096 0.135 -0.275
H 1.893 -7.078 4.958 0.085 0.064 0.052
H 1.513 -5.705 3.900 0.040 0.033 -0.034
H 3.083 -6.549 3.749 -0.066 -0.026 -0.113
H 3.388 -4.147 3.800 -0.127 0.039 0.044
H 4.248 -3.843 5.318 0.012 0.023 -0.020
H 2.659 -2.041 4.927 0.001 -0.003 -0.026
H 2.155 -2.953 6.359 0.049 -0.115 -0.008
H -0.261 -2.986 6.229 -0.053 -0.051 0.104
H 0.418 -4.630 6.026 0.006 -0.003 0.077
H -0.821 -4.029 4.906 0.080 0.120 -0.054
```
Forces are in eV/Å.

Properties
net charge: -1
E_LUMO: 2.646 eV



Entry from OMol25: a cluster of 3 separate species, C13H29BO6 in total in a non-equilibrium geometry (ωB97M-V with the def2-TZVPD basis set).

XYZ file:
```
49
Properties=species:S:1:pos:R:3:forces:R:3
C 5.018 -0.512 2.385 0.343 0.090 0.112
O 3.959 -1.334 1.898 0.063 -0.071 -0.009
C 2.798 -0.695 1.759 0.046 -0.328 -0.075
O 2.596 0.461 2.002 -0.058 0.326 0.065
O 1.901 -1.567 1.301 -0.045 -0.124 -0.055
C 0.600 -1.013 1.102 -0.405 0.011 -0.091
H 5.904 -1.138 2.456 -0.140 -0.144 -0.072
H 5.219 0.306 1.695 -0.109 0.050 0.083
H 4.780 -0.125 3.376 -0.064 0.094 -0.090
H 0.630 -0.216 0.360 0.040 0.075 0.139
H 0.190 -0.647 2.043 0.091 0.121 -0.048
H -0.041 -1.810 0.731 0.204 -0.123 0.009
C 2.163 -4.844 -1.170 0.278 0.284 -0.110
O 1.530 -5.984 -0.591 0.072 -0.032 0.002
C 0.204 -5.988 -0.719 0.245 -0.245 0.178
O -0.455 -5.143 -1.256 -0.205 0.245 -0.139
O -0.261 -7.096 -0.143 -0.021 -0.081 0.040
C -1.680 -7.230 -0.206 -0.324 -0.155 0.053
H 3.233 -4.947 -1.005 -0.073 -0.193 0.119
H 1.978 -4.804 -2.243 -0.128 0.053 0.059
H 1.823 -3.928 -0.688 -0.075 -0.024 -0.084
H -2.016 -7.279 -1.241 0.007 0.143 0.027
H -2.168 -6.407 0.314 0.022 0.052 -0.133
H -1.937 -8.161 0.291 0.211 -0.004 0.023
C -3.061 3.805 1.374 -0.762 -0.352 0.049
B -3.783 2.822 0.334 0.984 0.280 -0.504
C -3.058 2.302 -1.012 -0.666 -0.010 1.689
C -1.778 1.498 -0.587 0.235 0.038 -1.405
C -0.456 1.982 -1.288 0.265 -0.828 1.072
C 0.409 2.941 -0.422 -0.923 0.068 0.054
C 0.021 4.447 -0.491 0.829 0.109 -0.566
C -0.389 4.969 -1.893 -0.268 0.787 0.626
H -3.709 3.912 2.261 0.420 0.093 -0.193
H -2.073 3.441 1.703 -0.295 0.169 -0.206
H -2.928 4.815 0.943 0.016 -0.380 0.065
H -4.885 2.429 0.561 -0.133 0.025 0.128
H -3.773 1.627 -1.506 0.437 0.423 -0.287
H -2.836 3.190 -1.628 0.071 -0.484 -0.004
H -1.919 0.459 -0.931 -0.106 0.344 0.254
H -1.640 1.434 0.506 0.039 0.208 -0.343
H -0.652 2.343 -2.306 -0.022 0.024 0.343
H 0.145 1.060 -1.414 -0.103 0.407 -0.085
H 0.262 2.622 0.627 0.314 0.030 -0.344
H 1.472 2.777 -0.647 -0.286 0.268 -0.081
H 0.927 5.014 -0.207 -0.383 -0.136 0.033
H -0.731 4.733 0.257 0.060 -0.389 -0.330
H -1.166 4.370 -2.385 0.416 0.052 0.056
H -0.840 5.969 -1.748 0.177 -0.329 -0.126
H 0.475 5.141 -2.553 -0.290 -0.438 0.102
```
Forces are in eV/Å.

Properties
E_LUMO: 0.643 eV
SMILES: COC(=O)OC.COC(=O)OC.CBCCCCCC



Entry from OMol25: a cluster of 6 separate species, C13H29Br10O4P in total in a non-equilibrium geometry (ωB97M-V with the def2-TZVPD basis set).

XYZ file:
```
57
Properties=species:S:1:pos:R:3:forces:R:3
Br -3.375 1.143 -4.837 -0.318 -0.011 0.600
C -3.302 1.896 -2.991 0.335 0.019 -0.908
C -2.723 3.310 -3.085 -0.116 -0.635 1.005
Br -0.979 3.372 -3.983 -0.356 0.175 0.110
H -2.725 1.185 -2.398 0.254 0.282 -0.243
H -4.308 1.851 -2.574 -0.004 0.296 -0.253
H -2.488 3.634 -2.072 -0.067 0.032 0.002
H -3.426 4.030 -3.504 0.321 -0.181 -0.396
Br -4.220 0.404 -0.033 -2.292 -1.253 -1.787
C -2.908 1.323 1.174 2.264 -0.002 3.194
C -2.802 0.481 2.503 -0.761 1.596 -2.141
Br -1.349 1.205 3.611 0.703 0.033 0.790
H -3.155 2.363 1.384 -0.498 -0.063 0.187
H -1.989 1.381 0.591 0.155 -0.498 0.080
H -2.626 -0.589 2.397 0.143 0.229 -0.294
H -3.723 0.645 3.064 0.168 -0.095 0.079
Br -5.864 -4.136 -1.278 -0.420 -0.270 -0.256
C -4.232 -3.471 -0.475 0.280 0.024 -0.678
C -3.443 -4.707 -0.073 0.116 0.212 1.003
Br -1.658 -4.312 0.760 -0.669 -0.042 -0.320
H -4.613 -2.772 0.270 0.635 -0.323 0.319
H -3.755 -2.895 -1.268 0.072 -0.047 0.208
H -3.230 -5.404 -0.884 -0.082 0.401 -0.027
H -3.963 -5.236 0.726 0.056 -0.010 -0.167
Br 5.062 -3.216 -4.618 -1.302 0.108 0.390
C 3.134 -2.895 -4.136 -0.803 0.249 -0.966
C 2.183 -3.701 -5.057 0.510 -0.565 0.723
Br 0.267 -3.236 -4.574 1.614 -0.313 -0.526
H 2.911 -1.842 -4.309 0.508 0.035 -0.094
H 2.940 -3.057 -3.076 0.437 -0.473 -0.150
H 2.331 -4.774 -4.935 -0.432 -0.010 0.678
H 2.429 -3.624 -6.116 -0.535 1.001 0.004
Br 2.643 -0.986 1.074 -0.571 -0.157 -0.202
C 0.739 -1.108 0.564 -0.285 0.198 -0.924
C 0.579 -0.851 -0.955 -0.318 -0.697 0.766
Br -1.375 -1.147 -1.331 0.999 0.302 -0.114
H 0.122 -0.431 1.156 0.449 0.340 0.052
H 0.381 -2.105 0.821 0.359 -0.027 -0.184
H 1.155 -1.586 -1.518 -0.260 -0.044 -0.025
H 0.845 0.139 -1.324 -0.202 0.011 0.387
C 2.472 0.813 5.528 -0.940 -0.778 0.071
O 3.458 1.256 4.624 0.914 2.566 -1.684
P 3.168 2.484 3.559 -0.128 0.938 1.346
O 2.703 3.820 4.123 1.005 -2.997 -1.293
O 4.583 2.539 2.762 -0.505 -0.413 0.807
C 4.766 3.444 1.680 -0.199 0.672 -0.333
O 2.198 1.770 2.518 0.548 -0.670 1.543
C 1.603 2.470 1.465 0.075 1.365 -0.325
H 2.481 -0.266 5.377 -0.758 -0.004 -0.073
H 1.515 1.301 5.342 -0.172 -0.420 -0.228
H 2.639 0.930 6.599 0.905 0.667 -0.090
H 5.785 3.405 1.297 0.096 -0.262 0.512
H 4.548 4.466 1.992 0.061 0.048 0.138
H 4.136 3.241 0.815 -0.229 -0.362 0.155
H 1.942 3.502 1.551 -0.531 0.354 -0.212
H 0.519 2.422 1.568 0.073 -0.100 -0.260
H 1.993 2.122 0.508 -0.305 -0.435 0.000
```
Forces are in eV/Å.

Properties
multiplicity: 2
net charge: -1
E_LUMO (spin up / spin down): 1.850 / 1.846 eV



Entry from OMol25: a structure of composition C13H29CeN5O7 in a non-equilibrium geometry (ωB97M-V with the def2-TZVPD basis set).

XYZ file:
```
55
Properties=species:S:1:pos:R:3:forces:R:3
O 2.345 0.814 -3.069 0.352 1.045 -1.737
H 2.292 1.002 -4.016 0.136 0.055 0.200
Ce 1.105 0.099 -1.577 -4.853 1.650 1.184
N -0.532 -2.053 -0.657 -0.985 -0.896 0.467
N -0.759 -0.778 -2.882 -1.487 -0.127 1.431
N 1.523 -0.373 1.011 1.348 0.525 3.830
N 2.857 1.252 -0.459 1.600 0.236 2.731
O -0.357 -2.815 0.373 -0.654 0.930 -1.498
O 0.819 -1.221 1.914 0.979 1.462 -1.117
O 3.690 1.967 -1.283 -0.110 -0.124 0.462
O -0.966 0.467 -3.132 0.269 -0.292 -0.683
C -1.918 -1.459 -2.462 2.203 0.779 0.156
C -1.737 -2.225 -1.302 0.665 -0.071 -0.193
C 2.387 0.400 1.695 -2.919 -2.272 -1.368
C 3.121 1.305 0.851 0.262 1.148 -3.880
C -2.819 -3.078 -0.742 -0.478 -0.098 -0.209
H -3.507 -2.458 -0.130 0.312 -0.420 -0.211
H -2.388 -3.867 -0.124 -0.182 0.105 -0.045
H -3.404 -3.519 -1.571 0.245 0.140 0.564
C -3.175 -1.169 -3.158 -0.019 0.117 -0.391
H -2.917 -0.850 -4.177 -0.336 -0.071 0.268
H -3.702 -0.346 -2.664 -0.073 -0.187 -0.067
H -3.784 -2.068 -3.176 -0.297 0.102 -0.052
C 2.580 0.378 3.173 0.086 0.396 -0.085
C 4.139 2.273 1.302 0.470 0.040 0.305
H 2.017 -0.401 3.660 -0.134 -0.197 -0.064
H 2.287 1.343 3.602 -0.027 -0.078 -0.090
H 3.635 0.259 3.402 0.177 -0.076 0.026
H 3.903 3.257 0.874 0.163 -0.244 0.125
H 5.121 1.968 0.897 -0.316 0.225 0.224
H 4.180 2.338 2.391 0.123 0.035 -0.206
H 0.361 -1.866 1.311 0.117 -0.167 0.033
H 3.434 1.573 -2.179 0.087 0.555 0.448
C 2.309 -1.509 -1.788 1.384 -5.263 -0.773
H 1.389 -2.219 -2.068 1.674 1.153 0.510
H 2.727 -1.952 -0.804 -0.131 0.583 -1.871
H 2.890 -1.384 -2.762 -0.166 -0.589 1.886
O 1.843 -4.613 0.019 0.715 -0.276 0.140
H 2.294 -4.836 0.849 -0.255 0.067 -0.360
H 1.067 -4.112 0.266 -0.343 0.181 0.210
C -3.192 2.597 2.178 -0.250 0.625 0.119
N -2.393 1.636 1.431 0.417 -0.209 -0.528
C -2.546 0.232 1.779 -0.022 -0.473 0.056
C -1.530 1.947 0.447 -0.056 -0.399 0.262
C -1.465 3.418 0.089 0.001 0.033 -0.681
O -0.836 1.038 -0.107 -0.606 1.360 0.372
H -3.779 2.064 2.922 0.091 -0.014 -0.080
H -3.903 3.148 1.553 0.167 -0.175 -0.035
H -2.589 3.333 2.721 0.081 -0.171 -0.190
H -2.927 -0.344 0.916 0.144 0.235 0.381
H -1.581 -0.193 2.081 -0.274 0.020 -0.035
H -3.263 0.189 2.607 0.287 -0.301 -0.293
H -0.783 3.960 0.752 0.029 -0.178 -0.051
H -1.121 3.531 -0.951 -0.007 -0.081 0.446
H -2.444 3.918 0.173 0.397 -0.356 -0.042
```
Forces are in eV/Å.

Properties
relative energy (zero: lowest compared OMol25 entry of this formula, charge and spin): 0.0 kcal per mole
multiplicity: 2
net charge: +1
E_LUMO (spin up / spin down): -4.041 / -4.495 eV



Entry from OMol25: a structure of composition C13H30Cl2N3OPPb in a non-equilibrium geometry (ωB97M-V with the def2-TZVPD basis set).

XYZ file:
```
51
Properties=species:S:1:pos:R:3:forces:R:3
Pb 1.465 -0.495 -1.596 -1.967 0.095 1.836
Cl 0.234 -2.726 -2.001 0.183 0.932 0.390
Cl 1.358 2.098 -0.504 -0.260 -1.279 -0.472
C 3.440 -1.092 -1.540 3.080 -0.645 -3.800
H 4.174 -0.349 -2.050 -1.038 0.012 1.580
H 3.341 -1.579 -2.639 -0.151 -0.264 2.003
C -1.041 1.353 -3.522 -2.070 -0.431 1.088
C 0.054 0.646 -3.684 3.458 -0.208 0.223
H -1.164 2.120 -2.739 0.481 -0.278 -0.573
C 0.306 -0.473 -4.662 -0.590 -0.613 0.190
H 1.059 0.869 -3.108 -2.169 1.138 -1.605
C -0.836 -0.494 -5.694 1.108 0.416 -0.126
H 1.333 -0.410 -5.093 -0.774 0.176 0.079
H 0.274 -1.426 -4.089 0.095 0.397 -0.471
C -2.191 -0.417 -4.980 0.423 -0.998 -1.035
H -0.690 0.397 -6.310 -0.184 0.089 -0.166
H -0.694 -1.351 -6.373 -0.472 0.164 0.389
C -2.353 0.823 -4.116 -0.120 0.537 -0.367
H -2.959 -0.497 -5.767 0.003 0.216 0.491
H -2.262 -1.333 -4.393 -0.167 0.035 0.271
H -2.902 1.587 -4.685 0.400 0.128 0.080
H -3.054 0.578 -3.309 0.325 0.137 0.198
C 2.127 1.312 2.917 0.194 0.272 -0.143
N 1.595 0.033 2.498 -0.645 -0.256 0.070
C 2.570 -0.862 1.868 -0.435 0.059 0.077
P -0.029 -0.328 2.257 0.125 0.578 0.716
O -0.221 -1.203 1.062 0.071 0.152 0.310
N -0.554 -1.050 3.718 -0.135 -0.034 -1.022
C -1.017 -2.430 3.731 0.026 -0.148 -0.116
C -0.095 -0.562 5.007 0.178 0.114 -0.163
N -0.912 1.091 2.099 0.534 -0.854 -0.203
C -2.095 1.000 1.244 0.032 -0.203 -0.102
C -0.758 2.334 2.830 -0.133 -0.017 -0.094
H 3.173 1.147 3.206 -0.180 0.147 0.014
H 1.597 1.716 3.791 0.304 -0.146 -0.321
H 2.103 2.031 2.082 0.061 0.020 0.375
H 3.442 -0.928 2.539 -0.197 -0.102 -0.414
H 2.104 -1.852 1.751 0.386 0.263 -0.040
H 2.876 -0.491 0.869 0.109 -0.195 0.634
H -0.197 -3.135 3.944 -0.174 0.027 -0.085
H -1.771 -2.540 4.523 0.079 -0.038 -0.255
H -1.465 -2.683 2.763 0.141 0.007 0.256
H 1.004 -0.536 5.055 -0.141 0.014 0.129
H -0.486 0.441 5.225 0.102 -0.194 -0.003
H -0.465 -1.248 5.779 0.117 0.260 -0.118
H -1.839 0.561 0.266 -0.173 0.192 0.389
H -2.886 0.390 1.717 0.145 0.187 -0.222
H -2.478 2.015 1.099 0.039 -0.207 -0.100
H -0.204 3.050 2.201 -0.100 0.034 0.413
H -1.768 2.724 3.023 0.381 0.057 0.173
H -0.246 2.175 3.788 -0.310 0.256 -0.354
```
Forces are in eV/Å.

Properties
relative energy (zero: lowest compared OMol25 entry of this formula, charge and spin): 63.9 kcal per mole
E_LUMO (spin up / spin down): -2.485 / -2.483 eV